[1]
Computed, not measured: 8 unconnected molecules or ions with the total composition C49H76FNO30S2, with the ωB97M-V functional and the def2-TZVPD basis.

- LUMO: -1.94 eV
- E_tot: -139345.692 eV
- Orbital gap: 0.3082 hartree

```
159
Properties=species:S:1:pos:R:3:lowdin_charge:R:1
N -2.1724 -2.0537 -2.7828 0.019
C -2.1578 -2.5730 -1.3925 -0.201
C -1.4005 -3.9177 -1.2196 -0.045
C -1.9997 -5.2397 -1.5000 -0.076
C -3.4519 -5.3397 -2.0411 -0.121
C -4.5497 -4.6766 -1.1156 -0.083
C -5.3922 -3.5491 -1.8175 -0.494
O -6.2557 -3.0293 -1.1607 0.106
O -5.1833 -3.1206 -3.1164 0.062
C -1.2102 -6.4691 -1.2827 -0.154
C -1.7814 -7.9018 -1.5317 -0.200
S -2.6334 -8.5356 -0.0155 0.718
O -3.5483 -9.6313 -0.3559 -0.361
O -1.6586 -8.9346 1.0006 -0.391
C 0.1801 -6.4279 -0.7737 0.065
C 0.7679 -5.1293 -0.5207 -0.054
C -0.0147 -3.8920 -0.7544 0.002
C 0.7630 -2.5692 -0.4641 -0.263
O 0.6504 -1.5697 -1.1373 0.074
C 1.7855 -2.5294 0.7276 0.007
C 2.0171 -1.3343 1.5377 -0.082
C 1.2406 0.0102 1.2893 -0.102
C 1.9500 1.2277 2.0427 -0.246
O 1.2369 2.4502 1.7965 -0.090
C 3.0395 -1.4517 2.5921 0.030
C 3.8019 -2.6894 2.8127 -0.202
S 5.0833 -2.7092 4.1199 0.743
O 6.3688 -2.7040 3.4365 -0.269
O 4.9874 -1.5239 4.9606 -0.292
F 4.9290 -4.0198 5.0751 -0.170
C 3.5374 -3.8750 1.9910 0.036
C 2.5292 -3.7915 0.9446 -0.036
C 2.2341 -5.0103 0.0068 -0.285
O 3.1083 -5.7840 -0.2872 0.126
H -1.2305 -1.9589 -3.1660 0.077
H -2.5744 -1.1109 -2.7154 0.094
H -3.2290 -2.6057 -1.0484 0.105
H -1.6751 -1.7809 -0.7455 0.117
H -3.4348 -4.8892 -3.0759 0.131
H -3.7674 -6.4076 -2.1976 0.105
H -5.2770 -5.4769 -0.8093 0.130
H -4.1301 -4.2648 -0.1591 0.128
H -4.2240 -2.9603 -3.2791 0.076
H -2.4831 -7.9668 -2.3966 0.104
H -0.9351 -8.6217 -1.7171 0.122
H -3.3171 -7.4310 0.4889 0.090
H 0.7523 -7.3782 -0.6252 0.137
H 0.1951 -0.0448 1.7020 0.134
H 1.2424 0.3003 0.2072 0.121
H 2.9693 1.3136 1.5694 0.138
H 2.0444 1.0141 3.1456 0.120
H 0.4839 2.4927 2.4154 0.079
H 3.2970 -0.6073 3.2793 0.107
H 4.0828 -4.8336 2.1273 0.134
C -0.1615 -11.0894 1.1715 -0.078
C -0.1334 -12.3575 0.3416 -0.196
O 1.0563 -12.4260 -0.4602 0.033
C 2.1672 -12.7927 0.1867 -0.602
O 2.2503 -13.0748 1.3543 0.123
O 3.1821 -12.7699 -0.6888 0.000
C 4.4540 -13.0553 -0.1067 -0.046
H -0.0249 -10.2177 0.5394 0.052
H -1.1058 -10.9995 1.7027 0.075
H 0.6475 -11.0813 1.9055 0.084
H -0.9752 -12.3550 -0.3527 0.123
H -0.2304 -13.2497 0.9635 0.125
H 4.4329 -13.9912 0.4515 0.096
H 4.7613 -12.2308 0.5378 0.098
H 5.1741 -13.1515 -0.9177 0.092
C 2.7493 -2.4812 -3.1221 -0.051
C 2.4889 -3.8382 -3.7476 -0.196
O 1.8073 -3.7054 -5.0019 0.037
C 2.5730 -3.3419 -6.0376 -0.600
O 3.7581 -3.1335 -6.0060 0.128
O 1.7846 -3.2277 -7.1143 0.002
C 2.4616 -2.7544 -8.2792 -0.043
H 1.8244 -1.9111 -3.0459 0.063
H 3.1826 -2.5923 -2.1256 0.081
H 3.4376 -1.8920 -3.7304 0.084
H 1.8314 -4.4185 -3.0976 0.108
H 3.4107 -4.4107 -3.8679 0.130
H 3.3440 -3.3561 -8.4963 0.097
H 2.7342 -1.7060 -8.1507 0.096
H 1.7719 -2.8356 -9.1177 0.094
C -5.3793 4.6327 1.1128 -0.061
C -4.8825 4.0386 2.4165 -0.205
O -3.4989 3.6681 2.3219 0.039
C -2.6272 4.6765 2.4154 -0.584
O -2.8997 5.8379 2.5782 0.119
O -1.3940 4.1742 2.2692 -0.002
C -0.3599 5.1632 2.2583 -0.031
H -5.1757 3.9557 0.2808 0.083
H -6.4522 4.8244 1.1614 0.085
H -4.8733 5.5735 0.8895 0.066
H -5.4343 3.1229 2.6317 0.123
H -5.0427 4.7177 3.2564 0.124
H -0.4196 5.8101 3.1335 0.101
H -0.4164 5.7516 1.3418 0.102
H 0.5952 4.6434 2.2781 0.075
C 7.6375 -0.1483 6.5859 -0.061
C 6.4030 -0.2441 7.4601 -0.217
O 6.7614 -0.3474 8.8469 0.037
C 7.1253 0.7960 9.4344 -0.602
O 7.1660 1.8821 8.9144 0.120
O 7.4604 0.5213 10.7029 0.002
C 7.9585 1.6466 11.4258 -0.047
H 8.3177 -0.9776 6.7907 0.085
H 7.3630 -0.1653 5.5304 0.071
H 8.1891 0.7728 6.7824 0.075
H 5.8542 -1.1513 7.2121 0.100
H 5.7268 0.5975 7.2973 0.126
H 7.2689 2.4889 11.3717 0.095
H 8.9402 1.9292 11.0435 0.098
H 8.0620 1.3498 12.4682 0.092
C -3.5518 9.2050 1.6260 -0.053
C -4.3481 8.4429 2.6651 -0.217
O -5.3186 9.2919 3.2992 0.041
C -6.4226 9.5336 2.5882 -0.601
O -6.6721 9.1009 1.4908 0.117
O -7.1999 10.3626 3.2989 0.002
C -8.3808 10.7782 2.6134 -0.047
H -3.1099 10.1035 2.0616 0.086
H -2.7568 8.5801 1.2165 0.077
H -4.1897 9.5314 0.8025 0.067
H -3.6780 8.0957 3.4502 0.115
H -4.8273 7.5619 2.2373 0.101
H -8.9470 9.9227 2.2453 0.095
H -8.1184 11.4468 1.7925 0.098
H -9.0000 11.3239 3.3236 0.092
C 1.3167 8.8569 -3.3957 -0.061
C 0.5151 8.1089 -2.3490 -0.205
O -0.4479 8.9691 -1.7221 0.038
C -1.5514 9.2124 -2.4356 -0.586
O -1.7995 8.7703 -3.5302 0.099
O -2.3212 10.0504 -1.7340 0.002
C -3.5002 10.4705 -2.4230 -0.038
H 1.7644 9.7552 -2.9661 0.082
H 2.1075 8.2230 -3.7997 0.083
H 0.6813 9.1805 -4.2217 0.076
H 1.1826 7.7638 -1.5585 0.123
H 0.0278 7.2264 -2.7690 0.115
H -4.0725 9.6168 -2.7856 0.098
H -3.2328 11.1323 -3.2477 0.099
H -4.1155 11.0247 -1.7162 0.093
C -1.6288 6.2040 -5.2595 -0.062
C -2.0677 4.8757 -4.6766 -0.207
O -1.8979 3.8091 -5.6229 0.035
C -0.6468 3.3629 -5.7667 -0.603
O 0.3239 3.7626 -5.1751 0.118
O -0.6543 2.4039 -6.7030 0.002
C 0.6416 1.8984 -7.0233 -0.046
H -2.1365 6.3938 -6.2077 0.087
H -1.8487 7.0201 -4.5670 0.045
H -0.5565 6.2094 -5.4657 0.078
H -3.1328 4.9162 -4.4445 0.123
H -1.5420 4.6502 -3.7461 0.121
H 1.1726 1.5740 -6.1282 0.094
H 1.2156 2.6575 -7.5561 0.100
H 0.5079 1.0384 -7.6778 0.090
```

[2]
Computed, not measured: 10 unconnected molecules or ions with the total composition C49H77BO34P, with the ωB97M-V functional and the def2-TZVPD basis.

- LUMO: 1.34 eV
- E_tot: -131641.717 eV
- Total charge: -1
- Orbital gap: 0.2135 hartree

```
162
Properties=species:S:1:pos:R:3:lowdin_charge:R:1
C 6.3821 2.1560 3.8852 0.082
C 5.5044 1.4499 4.2769 -0.151
C 4.3662 0.6008 4.6235 -0.185
C 3.1638 0.9042 3.6800 -0.149
C 2.5811 -0.3505 3.0017 -0.098
C 2.3447 -0.2322 1.4823 -0.387
C 1.4583 1.0105 1.2556 -0.111
C 0.8443 1.1609 -0.1649 -0.134
C -0.6803 0.9708 -0.1463 -0.330
C -1.1184 -0.4334 -0.5625 -0.064
C -1.4802 2.0404 -0.9363 -0.144
C -0.7802 2.6891 -2.1732 -0.163
C -0.4115 4.1228 -1.8750 -0.085
C 0.3542 4.4754 -0.7651 -0.310
C -0.0888 4.3280 0.6733 -0.064
C 1.7574 4.9989 -0.9775 -0.063
O 1.4396 -1.3074 1.2212 -0.307
P 1.9483 -2.4392 0.0086 0.461
O 3.4275 -1.4924 -0.2399 -0.226
C 3.6325 -0.4304 0.5944 -0.440
C 4.0567 0.8577 -0.1265 -0.067
C 5.4977 0.7958 -0.6594 -0.161
C 6.4416 1.7734 0.0382 -0.169
C 7.7304 1.9337 -0.7476 -0.182
O 8.5722 0.7731 -0.5572 -0.024
C 9.2653 0.4122 -1.6447 -0.353
O 9.8990 1.1794 -2.3169 0.069
O 4.7511 -0.6728 1.5058 0.122
B 5.1939 -1.9733 1.4506 -0.840
O 4.7619 -2.8920 2.3880 0.155
O 6.1486 -2.3910 0.5133 0.142
H 6.9500 2.9058 3.3877 0.019
H 4.0819 0.8501 5.6492 0.105
H 4.6375 -0.4530 4.6042 0.112
H 2.3781 1.4168 4.2354 0.104
H 3.5316 1.6201 2.9489 0.094
H 1.5901 -0.5402 3.4162 0.109
H 3.1652 -1.2441 3.2056 0.103
H 2.0631 1.9043 1.4432 0.100
H 0.6812 1.0019 2.0183 0.080
H 1.3066 0.3921 -0.7852 0.095
H 1.1599 2.1369 -0.5311 0.086
H -0.9949 1.0805 0.8964 0.109
H -0.8141 -1.1771 0.1733 0.049
H -0.7115 -0.7006 -1.5399 0.079
H -2.2055 -0.4996 -0.6216 0.055
H -1.8595 2.7915 -0.2522 0.089
H -2.3700 1.5393 -1.3176 0.076
H 0.0851 2.1393 -2.5444 0.111
H -1.5046 2.7308 -2.9936 0.093
H -0.7925 4.9203 -2.5159 0.065
H 0.1384 3.3069 1.0027 0.051
H -1.1622 4.4383 0.7871 0.079
H 0.4688 4.9816 1.3384 0.068
H 2.1928 5.2956 -0.0196 0.063
H 2.3700 4.2141 -1.4149 0.072
H 1.7361 5.8879 -1.6229 0.080
H 0.6963 -3.1446 0.2129 -0.046
H 2.4917 -3.2206 1.1224 -0.014
H 2.4952 -3.5037 -0.8293 -0.053
H 1.2851 -1.8203 -1.1020 -0.026
H 3.3886 0.9733 -0.9784 0.117
H 3.9525 1.6971 0.5587 0.113
H 5.8991 -0.2144 -0.6649 0.107
H 5.4750 1.1161 -1.7082 0.113
H 5.9968 2.7715 0.0803 0.119
H 6.6704 1.4488 1.0540 0.108
H 8.2643 2.7923 -0.3307 0.120
H 7.5495 2.1307 -1.8023 0.122
H 9.2249 -0.6582 -1.8775 0.144
H 4.6504 -3.7340 1.9340 0.096
H 5.7276 -2.8054 -0.2470 0.101
C 0.4408 -5.0185 3.7816 -0.103
C -0.6318 -4.1630 4.4259 -0.128
O -1.2038 -3.4984 3.3011 0.046
C -0.9628 -4.2495 2.2034 -0.566
O -1.4496 -4.0487 1.1394 0.133
O -0.0967 -5.2538 2.4761 0.056
H 0.6065 -5.9581 4.3041 0.127
H 1.3917 -4.4919 3.6791 0.132
H -1.4053 -4.7574 4.9175 0.132
H -0.2345 -3.4423 5.1358 0.128
C -0.2816 5.7860 5.0472 -0.120
C -0.2343 4.7279 6.1275 -0.109
O -0.6554 3.5537 5.4229 0.062
C -0.3977 3.7423 4.1028 -0.543
O -0.4754 2.9000 3.2706 0.159
O -0.0398 5.0240 3.8630 0.056
H 0.4735 6.5566 5.1697 0.124
H -1.2598 6.2607 4.9635 0.132
H 0.7746 4.5660 6.5111 0.134
H -0.8997 4.9389 6.9605 0.132
C -4.5114 6.3864 -2.9697 -0.120
C -4.6100 6.9262 -4.3809 -0.124
O -3.2636 7.3184 -4.6545 0.058
C -2.4433 6.5963 -3.8438 -0.560
O -1.2630 6.5584 -3.9368 0.165
O -3.1641 5.9212 -2.9142 0.056
H -5.2065 5.5742 -2.7731 0.132
H -4.6482 7.1625 -2.2140 0.131
H -4.9078 6.1617 -5.1009 0.132
H -5.2832 7.7757 -4.4665 0.129
C -0.5294 -6.2640 -1.7828 -0.086
C -1.6854 -5.3056 -1.9195 -0.099
O -1.8805 -5.2614 -3.3462 0.074
C -1.3882 -6.3961 -3.8659 -0.583
O -1.5445 -6.7491 -4.9972 0.132
O -0.6913 -7.0994 -2.9486 0.029
H -0.5735 -6.8547 -0.8721 0.135
H 0.4387 -5.7649 -1.8350 0.136
H -2.5997 -5.6759 -1.4540 0.136
H -1.4570 -4.3207 -1.5216 0.124
C -3.1243 -7.3415 -8.0102 -0.120
C -4.1838 -6.5130 -7.3223 -0.115
O -4.7995 -5.8307 -8.4240 0.058
C -4.5849 -6.5608 -9.5436 -0.579
O -5.1049 -6.3564 -10.5923 0.154
O -3.6974 -7.5567 -9.3075 0.055
H -2.9351 -8.2854 -7.5074 0.129
H -2.1828 -6.8030 -8.1217 0.133
H -4.9360 -7.1256 -6.8220 0.134
H -3.7696 -5.8074 -6.6082 0.126
C -0.7505 9.3099 2.4214 -0.107
C 0.1659 10.5104 2.5121 -0.113
O 0.2191 10.7501 3.9232 0.063
C -0.0749 9.5900 4.5558 -0.573
O 0.0464 9.4043 5.7226 0.162
O -0.5264 8.6625 3.6781 0.043
H -0.5046 8.6459 1.5967 0.137
H -1.8035 9.5886 2.3524 0.133
H 1.1737 10.2953 2.1537 0.135
H -0.2189 11.3809 1.9877 0.131
C -2.8869 0.1196 3.7831 -0.091
C -1.4970 -0.3215 3.4004 -0.098
O -1.1615 -1.2358 4.4590 0.042
C -2.3112 -1.7048 4.9839 -0.581
O -2.3821 -2.6021 5.7652 0.133
O -3.3790 -1.0199 4.5084 0.068
H -3.5149 0.3344 2.9226 0.120
H -2.8819 0.9863 4.4479 0.130
H -1.4744 -0.8599 2.4506 0.130
H -0.7897 0.5013 3.3578 0.097
C -6.8071 0.2595 -1.5807 -0.124
C -5.6141 -0.5947 -1.9522 -0.111
O -4.5385 0.0922 -1.3124 0.044
C -5.0433 0.8109 -0.2850 -0.560
O -4.3963 1.3569 0.5460 0.169
O -6.4036 0.8224 -0.3309 0.057
H -7.7237 -0.3138 -1.4667 0.130
H -6.9793 1.0693 -2.2931 0.129
H -5.6784 -1.6053 -1.5455 0.137
H -5.4486 -0.6546 -3.0248 0.134
C -2.1968 -11.2548 -3.3454 -0.116
C -1.9188 -9.7689 -3.3028 -0.128
O -3.2387 -9.2138 -3.2636 0.062
C -4.0751 -10.1517 -2.7587 -0.570
O -5.2020 -9.9528 -2.4438 0.163
O -3.4507 -11.3536 -2.6626 0.057
H -1.4358 -11.8448 -2.8410 0.131
H -2.3199 -11.6297 -4.3637 0.131
H -1.3829 -9.4670 -2.4045 0.127
H -1.3759 -9.4107 -4.1726 0.127
```